No. 1
12
Properties=species:S:1:pos:R:3:forces:R:3:nbo_charge:R:1 method="wB97M-V/def2-TZVPD" homo_energy_ev=-2.197 total_charge=-2
C -0.59222 2.65980 -1.02738 1.3 0.9 1.2 -0.53
C 0.09138 1.69345 -0.37958 -0.4 0.1 -0.3 0.47
O 3.13576 -0.81213 0.84313 -1.2 0.0 0.7 -1.05
O 0.59430 -1.31274 1.27013 1.0 1.5 -1.2 -1.03
O 2.18204 -0.87106 3.24995 -0.3 0.1 1.9 -1.05
O 0.81580 1.44899 0.54128 1.4 1.0 1.8 -0.69
P 2.02938 -0.90183 1.82545 0.0 -0.4 -3.6 2.48
Cl -0.51388 4.35063 -0.54622 0.1 -0.1 0.2 -0.10
Cl -0.19917 0.10234 -1.28229 -0.7 -1.5 -1.2 -0.23
Cl -6.53387 -7.95973 -3.21597 -0.1 -0.1 0.0 -1.00
H -1.40701 2.41940 -1.60008 -1.5 -0.4 -1.5 0.21
H 0.39749 -0.81713 0.32160 0.4 -1.1 1.9 0.52

=====

No. 2
122
Properties=species:S:1:pos:R:3:forces:R:3:mulliken_spin:R:1 method="wB97M-V/def2-TZVPD" homo_energy_ev="-12.022 / -12.317" multiplicity=2 total_charge=+2
In -1.68599 -0.01362 -0.16414 0.2 0.2 0.0 -0.01
C -3.64237 -4.45641 -1.81642 0.0 0.0 0.0 0.00
C -3.06348 -3.04234 -1.89900 0.1 0.0 0.0 0.00
C -1.57765 -3.09717 -1.54900 -0.1 0.0 0.0 -0.01
C -3.84537 -2.12196 -0.96204 0.0 0.1 0.0 0.00
C -5.35653 -2.16657 -1.18401 0.0 0.1 0.0 0.00
O -5.75852 -0.77500 -1.16291 0.0 -0.1 0.0 0.00
C -4.67193 -0.02227 -1.17162 0.0 0.0 0.0 0.00
N -3.54766 -0.65964 -1.12215 0.1 -0.3 0.0 0.00
C -4.98059 1.43059 -1.26030 0.0 -0.1 0.0 0.00
C -6.25610 1.71887 -1.75800 0.0 0.0 0.0 0.00
C -6.71381 3.01781 -1.87449 0.0 0.0 0.0 0.00
C -5.90631 4.06811 -1.47475 0.0 0.0 0.0 0.00
C -4.64228 3.79891 -0.97988 0.0 0.0 0.0 0.00
C -4.15377 2.49811 -0.86980 0.0 0.1 0.0 0.00
P -2.46228 2.41751 -0.18598 -0.2 -0.1 0.1 0.00
C -2.51045 3.16229 1.45476 0.0 0.0 0.0 0.00
C -2.66913 2.30669 2.54598 0.0 0.0 0.0 0.00
C -2.77042 2.83324 3.82553 0.0 0.0 0.0 0.00
C -2.70651 4.20524 4.01983 0.0 0.0 0.0 0.00
C -2.54628 5.05836 2.93498 0.0 0.0 0.0 0.00
C -2.44880 4.54212 1.65339 -0.1 0.1 0.0 0.00
C -1.50995 3.47455 -1.29700 0.1 0.0 0.0 0.00
C -1.78959 3.47023 -2.66437 0.0 0.0 0.0 0.00
C -1.03936 4.25172 -3.52882 0.0 0.0 0.0 0.00
C -0.02309 5.05748 -3.03186 0.0 0.0 0.0 0.00
C 0.25692 5.06319 -1.67247 0.1 0.0 0.0 0.00
C -0.46647 4.25677 -0.80449 0.0 0.0 0.0 0.00
H -3.02381 -5.14986 -2.38576 0.0 0.0 0.0 0.00
H -4.65471 -4.52690 -2.21388 0.0 0.0 0.0 0.00
H -3.65697 -4.80503 -0.77946 0.0 0.0 0.0 0.00
H -3.18414 -2.66621 -2.92249 0.0 0.0 0.0 0.00
H -1.43896 -3.48942 -0.53737 0.0 0.0 0.0 0.00
H -1.06878 -2.13421 -1.61168 0.0 0.0 0.0 0.00
H -1.04728 -3.75568 -2.23834 0.0 0.0 0.0 0.00
H -3.59642 -2.38420 0.07015 0.0 0.0 0.0 0.00
H -5.90438 -2.67894 -0.40068 0.0 0.0 0.0 0.00
H -5.63804 -2.56717 -2.15506 0.0 0.0 -0.1 0.00
H -6.90058 0.90683 -2.05739 0.0 0.0 0.0 0.00
H -7.70411 3.20229 -2.26845 0.0 0.0 0.0 0.00
H -6.25294 5.09049 -1.54523 0.0 0.0 0.0 0.00
H -4.01560 4.62705 -0.67450 0.0 0.0 0.0 0.00
H -2.73062 1.23272 2.40651 0.0 0.0 0.0 0.00
H -2.89653 2.17002 4.67130 0.0 0.0 0.0 0.00
H -2.78022 4.61352 5.01928 0.0 0.0 0.0 0.00
H -2.49679 6.12849 3.08692 0.0 0.0 0.0 0.00
H -2.31745 5.21883 0.81797 0.0 0.0 0.0 0.00
H -2.60618 2.87393 -3.05390 0.0 0.0 0.0 0.00
H -1.26687 4.25424 -4.58705 0.0 0.0 0.0 0.00
H 0.54131 5.69190 -3.70314 0.0 0.0 0.0 0.00
H 1.03683 5.70562 -1.28312 0.0 0.0 0.0 0.00
H -0.23494 4.26407 0.25457 0.0 0.0 -0.1 0.00
N -0.08548 0.70997 -4.19695 0.0 0.0 -0.1 0.00
C -0.95868 0.16633 -3.33184 0.1 0.1 0.1 0.00
N -0.51352 0.29320 -2.09030 0.2 0.1 0.0 -0.01
C 0.70389 0.95324 -2.18191 -0.1 -0.1 0.1 0.00
C 1.63532 1.36192 -1.11054 0.0 0.0 0.0 0.00
C 2.67500 2.43507 -1.53401 0.0 -0.1 -0.2 0.00
C 2.95448 2.49173 -3.01726 0.0 0.0 0.1 0.00
C 2.15380 1.95748 -3.94072 -0.1 -0.1 0.0 0.00
C 0.97553 1.22038 -3.48316 0.0 0.1 -0.2 0.00
H -0.19844 0.73228 -5.19836 0.0 0.0 0.0 0.00
H -1.88540 -0.30127 -3.62426 0.0 0.0 0.0 0.00
H 1.10339 1.68075 -0.21100 0.0 0.0 0.0 0.00
H 2.45233 3.45075 -1.20358 -0.1 0.1 0.1 0.00
H 3.83556 3.04414 -3.32838 0.0 0.0 0.0 0.00
H 2.36729 2.04734 -4.99887 0.0 0.0 0.0 0.00
C 6.97311 -5.49574 -0.19700 -0.1 0.0 0.0 0.00
C 5.68908 -4.74948 0.04489 0.1 0.0 0.0 0.02
C 5.53434 -3.92655 1.15275 0.0 0.0 0.0 0.00
C 4.36170 -3.22059 1.39031 0.0 0.0 0.0 -0.06
C 4.26962 -2.39337 2.64423 0.0 0.0 -0.1 0.04
C 3.32111 -3.32681 0.45502 0.0 0.1 0.1 0.03
Te 1.56904 -2.07948 0.46606 0.1 -0.2 -0.1 0.61
N -0.41144 -0.96891 1.22264 -0.4 -0.1 0.2 0.20
C -1.40214 -1.26898 2.03812 0.0 0.0 -0.2 0.07
O -2.60681 -0.90666 1.70403 0.2 0.1 0.2 0.04
C -1.21698 -1.95248 3.34987 0.0 0.0 -0.1 -0.04
C -0.26306 -2.94796 3.54125 0.0 0.0 0.1 0.10
C -0.11121 -3.54209 4.78558 0.0 0.0 0.0 0.03
C -0.90013 -3.13173 5.85130 0.0 0.0 0.0 0.00
C -1.85955 -2.14484 5.66438 0.0 0.0 0.0 0.00
C -2.02847 -1.56808 4.41480 0.0 0.0 0.0 0.00
C 2.50874 -0.21592 0.66587 0.0 0.0 -0.1 -0.02
C 2.57929 0.48122 1.80530 0.0 0.2 0.0 -0.02
C 2.02945 0.07193 3.13822 0.1 0.0 0.0 0.03
C 3.23061 1.81055 1.79098 -0.1 -0.1 0.0 0.00
C 3.80249 2.36590 0.72022 0.1 0.0 0.0 0.00
C 4.58435 3.64447 0.78770 0.0 0.0 0.0 0.00
C 3.71685 1.70741 -0.62528 0.0 0.0 0.0 0.00
C 2.82170 0.42926 -0.66150 0.0 0.0 0.1 -0.01
C 3.33205 -0.52918 -1.73369 0.0 0.0 0.0 0.06
C 3.41945 -4.20250 -0.64149 0.0 0.0 0.0 0.02
C 2.32232 -4.44516 -1.65632 0.1 0.0 0.0 0.03
C 4.61594 -4.88483 -0.82690 0.0 -0.1 0.0 -0.01
H 7.64360 -5.42415 0.65748 0.0 0.0 0.0 0.00
H 7.49324 -5.09139 -1.06744 0.0 0.0 0.0 0.00
H 6.77992 -6.55032 -0.39521 0.0 0.0 0.0 0.00
H 6.34471 -3.84545 1.86912 0.0 0.0 0.0 0.00
H 4.98156 -2.75051 3.38698 0.0 0.0 0.0 0.00
H 3.27728 -2.45317 3.08638 -0.1 0.0 0.0 -0.01
H 4.49100 -1.34273 2.44647 0.0 0.0 0.0 0.00
H 0.35157 -3.28091 2.71446 0.0 0.0 0.0 -0.06
H 0.62210 -4.32650 4.92303 0.0 0.0 0.0 0.00
H -0.77611 -3.58932 6.82382 0.0 0.0 0.0 0.00
H -2.48505 -1.83453 6.49112 0.0 0.0 0.0 0.00
H -2.79749 -0.82311 4.25307 0.0 0.0 0.0 0.00
H 1.63213 -0.93771 3.15431 0.0 -0.1 0.0 -0.01
H 1.20715 0.74357 3.40533 0.0 0.0 0.0 0.00
H 2.79191 0.16794 3.91456 0.0 0.0 0.0 0.00
H 3.29322 2.32398 2.74585 0.0 0.0 0.0 0.00
H 4.47911 4.13111 1.75599 0.0 0.0 0.0 0.00
H 4.27837 4.34809 0.00894 0.0 0.0 0.0 0.00
H 5.64662 3.44120 0.62427 0.0 0.0 0.0 0.00
H 4.71613 1.59054 -1.05793 0.0 0.0 0.0 0.00
H 3.63849 0.00498 -2.63151 0.0 0.0 0.0 0.00
H 2.57899 -1.26180 -2.03310 0.0 0.0 0.0 -0.01
H 4.19869 -1.07286 -1.35145 0.0 0.0 0.0 0.00
H 1.32017 -4.27351 -1.26881 0.0 0.0 0.0 -0.01
H 2.36412 -5.47909 -1.99693 0.0 0.0 0.0 0.00
H 2.45347 -3.80771 -2.53512 0.0 0.0 0.0 0.00
H 4.70457 -5.55850 -1.67400 0.0 0.0 0.0 0.00

=====

No. 3
15
Properties=species:S:1:pos:R:3:forces:R:3:nbo_charge:R:1 method="wB97M-V/def2-TZVPD" homo_energy_ev="-9.227 / -9.228"
C 1.66024 0.27528 -0.38558 1.2 -0.3 -0.5 -0.12
C 0.66075 -0.38463 -0.41153 -4.2 -0.9 0.1 -0.24
C -1.47544 0.94375 -0.35740 -0.9 0.4 -1.2 0.17
C 2.94657 0.90664 -0.25114 -0.9 2.4 2.3 -0.69
C -1.77455 -0.99104 1.17210 -1.2 -3.1 -2.2 -0.66
C -1.62505 -0.47436 -0.25335 3.2 -2.4 1.0 0.44
N -1.47772 2.07928 -0.54392 -0.1 0.1 0.3 -0.24
O -1.94148 -1.33438 -1.30468 0.1 2.4 2.5 -0.62
H 3.22286 1.58234 -1.08190 -0.1 -0.4 0.5 0.24
H 2.67708 1.55255 0.71616 1.3 -0.8 -1.9 0.24
H 3.75125 0.24818 0.03739 0.2 -0.3 -0.1 0.24
H -1.05431 -0.53943 1.72726 2.0 1.5 1.6 0.25
H -2.73613 -0.79764 1.63208 -0.4 0.0 -0.3 0.24
H -1.53238 -2.11625 1.19942 -0.6 1.7 -0.2 0.25
H -1.30171 -0.95030 -1.89490 0.4 -0.3 -1.8 0.51